This record from OMol25 describes a molecular structure, C7H14FePS. The level of theory is ωB97M-V with the def2-TZVPD basis set.

Atoms and positions in Å:
Fe  0.48830  -1.00156  0.30035
S  0.60498  0.56825  1.96426
P  0.33360  -3.15623  -0.27542
C  1.12738  0.21440  -1.81077
C  1.22063  1.64198  -1.85160
C  -0.01927  2.21797  -2.18026
C  -0.27076  -0.10677  -2.16775
C  -0.74899  1.74151  1.86187
C  -0.13167  -0.70075  2.96167
C  -0.96245  1.16391  -2.34611
H  -0.27302  3.30418  -2.11930
H  0.23000  -3.70828  1.09328
H  1.93133  -0.54022  -1.96005
H  -1.13947  -1.00896  2.59869
H  0.53534  -1.57018  3.02566
H  -0.37257  2.62952  2.34586
H  -2.02217  1.23782  -2.52146
H  -1.03099  1.95136  0.82111
H  -0.83038  -3.50225  -1.08101
H  -0.57791  -1.10120  -2.49935
H  1.58224  -3.57573  -0.91532
H  2.17704  2.18207  -1.62341
H  -1.61708  1.35173  2.42052
H  -0.23411  -0.23256  3.95853

Strongest force on any atom: 0.055 hartree/bohr
Gap between HOMO and LUMO (alpha / beta): 4.40 / 6.48 eV
HOMO level (alpha / beta): -0.1566 / -0.2580 hartree
2S+1: 6
Net charge: 0
Electronic energy: -61990.591 eV
Energy above the lowest of the compared OMol25 structures with the same formula, charge and spin: 1.638 eV

Here is what Löwdin gives for the atomic charges, in e: atom 1 (Fe): 0.304, atom 2 (S): 0.701, atom 3 (P): 0.512, atom 4 (C): -0.300, atom 5 (C): -0.193, atom 6 (C): -0.171, atom 7 (C): -0.229, atom 8 (C): -0.344, atom 9 (C): -0.462, atom 10 (C): -0.159, atom 11 (H): 0.094, atom 12 (H): -0.100, atom 13 (H): 0.075, atom 14 (H): 0.054, atom 15 (H): 0.026, atom 16 (H): 0.030, atom 17 (H): 0.066, atom 18 (H): 0.042, atom 19 (H): -0.117, atom 20 (H): 0.053, atom 21 (H): -0.084, atom 22 (H): 0.094, atom 23 (H): 0.054, atom 24 (H): 0.054